[1]
{
  "formula": "C2H8N2",
  "method": "ωB97M-V/def2-TZVPD",
  "largest_force_ev_per_a": 1.67,
  "multiplicity": 1,
  "e_homo_ev": -9.160,
  "smiles": "[H]/N=C/N.C",
  "gap_ev": 10.16,
  "symbols": ["H", "N", "C", "N", "H", "H", "H", "C", "H", "H", "H", "H"],
  "coordinates": [[1.146, -1.625, -2.409], [0.688, -1.619, -1.511], [1.379, -1.375, -0.487], [0.767, -0.935, 0.668], [2.446, -1.596, -0.420], [1.290, -0.560, 1.442], [0.029, -0.317, 0.362], [-1.560, 1.606, 0.491], [-0.483, 1.726, 0.615], [-1.691, 1.448, -0.574], [-2.151, 2.486, 0.713], [-1.860, 0.761, 1.111]],
  "forces_ev_per_a": [[0.5951, -0.7860, 0.2114], [-1.1340, 1.1778, -0.3558], [0.7788, -0.6595, 0.2191], [-0.3741, 0.2301, -0.4725], [0.2255, 0.3220, 0.1016], [0.3617, -0.1881, -0.2347], [-0.4062, -0.1856, 0.5200], [0.3469, -0.1307, -0.3306], [-0.1277, 0.5500, 0.2866], [-0.2389, -0.5502, -0.0980], [0.2503, 0.2021, 0.4366], [-0.2773, 0.0182, -0.2836]]
}



[2]
{
  "formula": "C49H29Br4CaCl3N10O6",
  "method": "ωB97M-V/def2-TZVPD",
  "largest_force_ev_per_a": 2.54,
  "multiplicity": 1,
  "charge": -2,
  "e_homo_ev": -0.931,
  "gap_ev": 4.20,
  "symbols": ["Ca", "Cl", "C", "C", "C", "C", "O", "C", "C", "N", "C", "C", "C", "C", "C", "C", "C", "C", "N", "C", "C", "H", "H", "H", "H", "H", "H", "H", "H", "H", "H", "Cl", "C", "C", "C", "Cl", "C", "O", "C", "C", "O", "C", "H", "H", "H", "Br", "C", "C", "Br", "C", "Br", "C", "O", "C", "O", "C", "Br", "C", "N", "C", "N", "C", "N", "C", "C", "C", "C", "C", "C", "C", "N", "N", "C", "O", "C", "C", "C", "C", "C", "C", "N", "C", "N", "C", "N", "C", "H", "H", "H", "H", "H", "H", "H", "H", "H", "H", "H", "H", "H", "H", "H", "H"],
  "coordinates": [[1.290, 0.632, 0.565], [4.290, -4.956, 4.334], [3.249, -3.722, 3.635], [1.957, -4.079, 3.195], [1.123, -3.139, 2.672], [1.513, -1.769, 2.519], [0.704, -0.898, 2.046], [2.827, -1.431, 3.005], [3.293, -0.081, 3.060], [2.622, 0.951, 2.657], [3.062, 2.252, 2.906], [4.289, 2.634, 3.387], [4.620, 3.994, 3.574], [3.724, 4.987, 3.302], [2.442, 4.645, 2.798], [1.488, 5.616, 2.417], [0.297, 5.224, 1.886], [0.045, 3.841, 1.742], [0.896, 2.904, 2.081], [2.104, 3.289, 2.604], [3.672, -2.435, 3.534], [1.645, -5.115, 3.269], [0.142, -3.419, 2.304], [4.260, 0.044, 3.559], [5.043, 1.885, 3.598], [5.615, 4.248, 3.925], [3.983, 6.033, 3.437], [1.733, 6.668, 2.530], [-0.439, 5.945, 1.551], [-0.901, 3.509, 1.323], [4.670, -2.167, 3.865], [1.283, 7.625, -2.863], [1.118, 5.946, -2.362], [-0.011, 5.221, -2.756], [-0.157, 3.918, -2.355], [-1.534, 3.015, -2.950], [0.765, 3.240, -1.471], [0.547, 2.077, -1.025], [1.939, 4.017, -1.179], [3.057, 3.457, -0.415], [3.090, 2.387, 0.146], [2.090, 5.333, -1.618], [-0.761, 5.683, -3.383], [3.950, 4.114, -0.379], [2.998, 5.869, -1.358], [7.584, -3.660, -1.306], [6.035, -2.553, -1.240], [6.002, -1.357, -1.928], [7.461, -0.810, -3.023], [4.849, -0.533, -1.805], [4.708, 1.080, -2.820], [3.754, -0.850, -0.991], [2.705, -0.096, -0.798], [3.718, -2.185, -0.381], [2.655, -2.568, 0.196], [4.911, -2.950, -0.484], [4.853, -4.634, 0.405], [-0.064, -3.161, -3.541], [-0.017, -2.447, -2.289], [0.364, -1.183, -2.054], [0.008, -0.829, -0.844], [-0.594, -1.952, -0.358], [-0.641, -2.963, -1.193], [-1.437, -3.104, -4.201], [-1.579, -3.160, -5.582], [-2.844, -3.161, -6.165], [-3.987, -3.095, -5.383], [-3.848, -3.014, -4.003], [-2.587, -3.023, -3.425], [-5.006, -2.943, -3.103], [-6.211, -3.359, -3.262], [-6.872, -3.116, -2.048], [-6.007, -2.577, -1.270], [-4.813, -2.429, -1.869], [-6.173, -2.125, 0.120], [-7.201, -2.657, 0.883], [-7.363, -2.239, 2.195], [-6.517, -1.282, 2.733], [-5.499, -0.727, 1.969], [-4.675, 0.401, 2.571], [-3.471, 0.734, 1.851], [-2.186, 0.402, 2.089], [-1.425, 0.865, 1.128], [-2.306, 1.484, 0.294], [-3.563, 1.446, 0.695], [-5.319, -1.166, 0.661], [0.202, -4.194, -3.333], [0.691, -2.741, -4.201], [0.909, -0.567, -2.757], [-0.994, -2.004, 0.643], [-0.696, -3.205, -6.212], [-2.935, -3.205, -7.244], [-4.976, -3.094, -5.827], [-2.498, -2.989, -2.349], [-7.855, -3.401, 0.444], [-8.154, -2.662, 2.803], [-6.656, -0.954, 3.760], [-4.404, 0.168, 3.598], [-5.291, 1.298, 2.580], [-1.845, -0.168, 2.946], [-1.997, 1.961, -0.628], [-4.537, -0.739, 0.043]],
  "forces_ev_per_a": [[-0.3141, 0.8853, 0.5508], [-0.0944, 0.0953, -0.0742], [-0.1473, -0.1769, -0.0307], [0.1265, -0.0330, 0.0878], [-0.0537, -0.0144, 0.0299], [-0.1268, 0.4491, 0.1634], [-0.0225, -1.2119, 0.8287], [-0.0099, 0.0708, -0.0885], [-0.2119, -0.0276, 0.1982], [0.3210, 0.1542, 0.0667], [-0.3094, -0.1550, 0.0645], [0.2340, 0.1216, 0.0534], [0.0103, -0.0623, 0.0309], [-0.0413, -0.0227, -0.0573], [0.0159, -0.0354, -0.0190], [0.0405, 0.0424, 0.0197], [-0.0576, -0.0004, 0.0044], [0.1325, -0.1056, 0.1118], [0.2832, 0.5206, 0.0671], [-0.2510, -0.2632, -0.0249], [0.0549, 0.2062, -0.0454], [0.0079, 0.0353, -0.0160], [0.0476, 0.0037, 0.0157], [0.0289, -0.0301, 0.0582], [-0.0169, 0.0546, -0.0383], [-0.0587, -0.0331, 0.0127], [-0.0229, -0.0521, -0.0227], [-0.0104, -0.0321, -0.0025], [0.0194, -0.0516, 0.0275], [0.0713, -0.0237, -0.0403], [-0.0376, 0.0132, 0.0015], [-0.0118, -0.1612, 0.0352], [-0.1222, 0.0754, -0.1018], [0.0344, 0.0253, 0.0119], [0.0119, -0.0491, 0.0448], [0.0924, 0.0795, 0.0842], [-0.0339, -0.4105, 0.0399], [-0.3765, 1.1458, -0.6591], [0.0473, -0.0808, 0.1295], [-0.0816, 0.0067, -0.2242], [0.0131, 0.2056, 0.1283], [0.1396, 0.0225, 0.0638], [-0.0010, -0.0278, -0.0162], [0.0340, 0.0444, -0.0372], [-0.0445, -0.0131, 0.0064], [-0.0576, 0.0152, 0.0140], [-0.2871, 0.0606, 0.0656], [-0.2259, 0.0257, 0.0581], [-0.0495, -0.0076, 0.0658], [-0.1481, -0.0654, 0.1649], [-0.0641, 0.0388, 0.0987], [-0.5746, 0.3620, -0.1442], [2.0350, -0.8684, -1.2563], [-0.2349, -0.3377, 0.3267], [0.5840, 0.0697, -0.3090], [-0.0199, 0.0831, -0.0919], [0.0331, 0.0129, -0.0320], [-0.1840, 0.0990, 0.0145], [-0.0875, -0.1478, -0.1963], [-0.0700, 0.0240, -0.0276], [-0.6134, -0.9012, -0.1367], [-0.0030, 0.1749, 0.0703], [0.1463, 0.3552, -0.0866], [0.0280, 0.0319, 0.0904], [0.0001, -0.0415, -0.0616], [-0.0196, -0.0127, -0.0013], [-0.0427, 0.0048, -0.1150], [-0.0586, 0.0363, 0.1313], [0.0745, -0.0073, 0.0936], [0.1017, -0.0616, -0.1365], [-0.3723, -0.0599, 0.1644], [-0.2231, -0.2042, -0.4676], [-0.0026, 0.1582, 0.2749], [0.5672, 0.2330, 0.2380], [0.1526, 0.0133, -0.1736], [-0.1733, -0.1387, 0.1072], [-0.0747, -0.0523, -0.0255], [-0.0473, 0.0256, 0.0596], [0.1586, 0.0358, -0.1510], [0.0287, -0.1210, -0.1687], [-0.1521, -0.0203, 0.0207], [-0.0585, -0.0493, -0.0513], [-0.1155, 0.2495, -0.1998], [0.0631, 0.0286, 0.0102], [0.3284, -0.2317, 0.1090], [0.0530, 0.0921, -0.0121], [0.0644, -0.1283, -0.0110], [0.0615, 0.0182, -0.0339], [-0.0227, -0.0947, 0.1004], [0.1481, -0.0100, -0.0786], [-0.0589, 0.0107, 0.0369], [0.0072, 0.0036, 0.0381], [0.0763, 0.0057, 0.0143], [0.0496, 0.0268, -0.0137], [0.0320, 0.0477, 0.0423], [0.0240, 0.0023, -0.0227], [0.0067, -0.0272, -0.0578], [0.0239, -0.0625, 0.0653], [-0.0507, 0.1194, 0.0771], [-0.0466, 0.0887, -0.1620], [-0.0041, -0.0744, 0.1576], [-0.0133, -0.0116, 0.0755]]
}



[3]
{
  "formula": "C4H12NO",
  "method": "ωB97M-V/def2-TZVPD",
  "largest_force_ev_per_a": 3.80,
  "multiplicity": 1,
  "charge": 1,
  "e_homo_ev": -15.369,
  "gap_ev": 9.50,
  "symbols": ["C", "C", "C", "C", "N", "H", "H", "H", "H", "H", "H", "H", "H", "H", "H", "H", "H", "O"],
  "coordinates": [[-1.830, -0.060, -1.851], [-1.212, 0.810, -0.704], [-0.761, -0.266, 0.247], [0.804, 1.307, 1.427], [0.083, 0.217, 1.483], [-2.735, -0.609, -1.521], [-1.029, -0.545, -2.338], [-2.330, 0.694, -2.456], [-1.850, 1.700, -0.241], [-0.296, 1.441, -1.116], [-0.053, -0.896, -0.230], [-1.587, -0.762, 0.579], [0.371, 2.273, 1.224], [1.844, 1.190, 1.652], [0.148, -0.481, 2.231], [2.786, -2.116, 0.390], [2.649, -2.028, -1.085], [2.438, -1.516, -0.274]],
  "forces_ev_per_a": [[-1.9721, 3.0046, 1.2443], [1.0651, 2.2881, -0.1843], [1.1145, 3.4054, 1.1745], [-0.7467, -2.0277, 0.8223], [-0.8399, 0.7860, -1.3179], [1.0858, -0.4877, 0.0684], [0.2748, -0.9322, -0.7238], [0.4175, -0.1687, -0.8752], [0.7313, -2.4071, -0.8387], [-1.5837, -1.5290, 0.5658], [0.7281, -0.7565, -0.2874], [-2.0178, -1.5716, 1.2104], [-0.0084, -0.0148, -1.5297], [0.4460, 0.5239, 1.3920], [1.4013, -0.1675, -0.7845], [0.0713, 0.0391, 0.3962], [-0.2797, 0.7297, 0.4461], [0.1126, -0.7141, -0.7786]]
}



[4]
{
  "formula": "C3H7N3OS",
  "method": "ωB97M-V/def2-TZVPD",
  "largest_force_ev_per_a": 1.66,
  "multiplicity": 1,
  "e_homo_ev": -9.369,
  "smiles": "[H]/N=C(/N)NSC(C)=O",
  "gap_ev": 10.05,
  "symbols": ["H", "N", "C", "N", "N", "S", "C", "C", "O", "H", "H", "H", "H", "H", "H"],
  "coordinates": [[-0.738, -0.048, 1.822], [-1.629, 0.255, 1.497], [-1.747, 0.053, 0.237], [-2.855, 0.518, -0.464], [-0.859, -0.624, -0.630], [0.645, -1.141, -0.094], [1.568, 0.400, -0.173], [2.984, 0.303, 0.372], [1.078, 1.409, -0.600], [-3.261, -0.133, -1.093], [-3.547, 0.904, 0.152], [-0.842, -0.223, -1.542], [3.649, 0.936, -0.253], [3.017, 0.691, 1.387], [3.344, -0.729, 0.402]],
  "forces_ev_per_a": [[0.8448, -0.2752, 0.3457], [-0.8178, 0.0408, -1.4427], [-0.1366, 0.2407, 0.9723], [0.4941, 0.3352, 0.4774], [0.0345, -0.2289, 0.7018], [-0.1046, 0.1953, -0.0632], [0.3042, 0.2962, 0.3449], [0.1933, 0.1626, -0.6405], [0.0573, -0.2921, 0.0044], [-0.2016, -0.5845, -0.6297], [-0.0671, 0.1610, 0.2313], [0.0028, 0.2070, -0.6612], [-0.4099, -0.4713, 0.3590], [-0.1688, 0.0953, 0.0998], [-0.0246, 0.1179, -0.0992]]
}



[5]
{
  "formula": "C3H12O4",
  "method": "ωB97M-V/def2-TZVPD",
  "largest_force_ev_per_a": 1.77,
  "multiplicity": 1,
  "e_homo_ev": -10.311,
  "smiles": "OCCCO.O.O",
  "gap_ev": 10.80,
  "symbols": ["O", "C", "C", "C", "O", "H", "H", "H", "H", "H", "H", "H", "H", "O", "H", "H", "O", "H", "H"],
  "coordinates": [[-1.735, 3.322, 0.691], [-1.250, 1.955, 0.638], [-0.169, 1.819, -0.435], [0.505, 0.426, -0.376], [0.063, -0.344, -1.483], [-1.170, 3.753, 1.343], [-0.825, 1.625, 1.585], [-2.144, 1.404, 0.354], [-0.637, 1.867, -1.419], [0.575, 2.610, -0.364], [1.586, 0.510, -0.494], [0.284, 0.031, 0.621], [0.520, -1.156, -1.607], [2.403, -2.647, 2.949], [3.021, -3.353, 3.207], [2.248, -2.708, 1.999], [-0.970, -3.387, -2.251], [-1.484, -2.695, -1.838], [-0.822, -3.032, -3.118]],
  "forces_ev_per_a": [[0.6430, -0.6460, 0.6249], [-0.0670, 1.1684, -0.9454], [-0.1744, -1.0464, -0.3445], [0.5674, 0.7917, -0.2963], [-1.5622, 0.8375, 0.0381], [-0.2007, 0.2881, -0.1830], [-0.3729, 0.0181, 0.2635], [0.1966, -0.5122, 0.2339], [0.0863, 0.3076, -0.0168], [-0.0425, 0.0950, 0.1620], [0.1151, 0.2216, 0.4055], [0.0022, -0.6835, -0.2243], [0.7695, -0.9458, 0.2865], [0.2020, -0.1459, 0.2644], [-0.4132, 0.3887, -0.4453], [0.2040, -0.2414, 0.1737], [0.1113, -0.2302, 0.4591], [-0.2629, 0.2377, 0.3959], [0.1982, 0.0972, -0.8518]]
}